Density functional theory data (ωB97M-V/def2-TZVPD) for a 13-piece molecular cluster, C68H169N29O8P8 overall.

Positions of all 282 atoms, in Å:
1 O 3.16169 -2.57912 1.84943
2 P 4.19423 -2.89766 0.84516
3 N 4.67875 -1.52608 0.03154
4 C 5.90707 -1.37549 -0.68557
5 C 3.86355 -0.31537 0.28684
6 N 3.74702 -4.06088 -0.25652
7 C 2.39020 -4.04443 -0.75352
8 C 4.76437 -4.10186 -1.30608
9 N 5.61329 -3.51894 1.50756
10 C 5.93173 -4.92688 1.65120
11 C 6.48248 -2.54440 2.25646
12 H 6.40675 -0.45175 -0.31502
13 H 5.84192 -1.35161 -1.76564
14 H 6.58908 -2.12799 -0.43610
15 H 4.64169 0.42592 0.68496
16 H 3.17042 -0.53569 1.06384
17 H 3.42093 0.07534 -0.60370
18 H 2.20783 -3.27494 -1.49544
19 H 2.03990 -4.99876 -1.19645
20 H 1.73604 -3.84679 0.11149
21 H 4.66810 -4.95800 -1.94676
22 H 4.68774 -3.21270 -1.95688
23 H 5.73930 -4.07959 -0.87579
24 H 4.99123 -5.49660 1.46612
25 H 6.77170 -5.22318 1.06598
26 H 6.21999 -5.13657 2.69446
27 H 7.18746 -2.13816 1.50545
28 H 7.08013 -3.04098 3.01149
29 H 5.96052 -1.72877 2.76239
30 O 4.82082 3.07869 1.60109
31 P 4.64313 4.42728 2.25068
32 N 5.42860 5.72853 1.55653
33 C 4.80129 6.32626 0.35633
34 C 6.87655 5.79241 1.58392
35 N 5.25521 4.32384 3.79034
36 C 6.03487 3.14258 4.16625
37 C 5.45680 5.49426 4.59260
38 N 3.04364 4.88166 2.13422
39 C 2.49184 6.24712 2.40328
40 C 1.94614 3.91035 2.29719
41 H 3.73697 6.05502 0.26543
42 H 5.38177 5.93924 -0.56738
43 H 4.97734 7.42159 0.41468
44 H 7.34424 5.33991 0.68559
45 H 7.21479 5.17041 2.48773
46 H 7.24792 6.83945 1.74466
47 H 5.84395 2.42977 3.43098
48 H 7.13881 3.43849 4.12791
49 H 5.75185 2.79286 5.16637
50 H 5.04412 5.46891 5.62952
51 H 6.52671 5.76142 4.59551
52 H 4.99710 6.34689 4.13392
53 H 1.65860 6.43785 1.77109
54 H 2.14572 6.35913 3.43725
55 H 3.24510 6.99163 2.15980
56 H 1.63853 3.73188 3.32494
57 H 2.22600 2.94782 1.93680
58 H 1.13237 4.13338 1.61273
59 O 5.19723 5.53822 -4.06684
60 P 4.22310 4.48160 -3.90567
61 N 4.41988 3.08276 -3.02639
62 C 5.49229 2.17574 -3.43891
63 C 4.45233 3.24891 -1.55788
64 N 3.83342 3.85178 -5.46777
65 C 2.83943 2.87879 -5.73380
66 C 4.17803 4.69364 -6.68739
67 N 2.86285 5.09637 -3.14223
68 C 1.70076 4.33060 -2.89035
69 C 2.73813 6.50855 -2.93332
70 H 5.44382 1.86985 -4.50999
71 H 5.45945 1.25761 -2.76738
72 H 6.47718 2.59281 -3.28803
73 H 3.55963 3.85629 -1.26397
74 H 5.47507 3.61518 -1.24566
75 H 4.30639 2.24112 -1.12412
76 H 2.65296 2.20344 -4.89448
77 H 1.83381 3.28304 -6.08999
78 H 3.20598 2.27962 -6.53169
79 H 3.67074 5.63244 -6.91822
80 H 5.25748 4.80755 -6.64359
81 H 3.97959 4.07449 -7.56528
82 H 2.00713 3.30045 -3.11996
83 H 1.42844 4.42798 -1.82675
84 H 0.79970 4.57353 -3.48620
85 H 3.66501 7.09573 -2.97204
86 H 2.40433 6.77767 -1.95292
87 H 1.99296 6.81071 -3.65571
88 O -2.01972 0.33692 -10.12781
89 P -1.40694 -0.07489 -8.86741
90 N -1.93952 0.87602 -7.61832
91 C -1.16827 1.09581 -6.42167
92 C -3.06589 1.77649 -7.92060
93 N 0.30141 0.04771 -8.71330
94 C 0.97576 -0.97654 -9.51281
95 C 0.89962 1.39459 -8.95387
96 N -1.57778 -1.70847 -8.49281
97 C -2.28022 -2.59314 -9.39283
98 C -1.21876 -2.14366 -7.10991
99 H -0.99360 2.19119 -6.20422
100 H -0.17916 0.64962 -6.45617
101 H -1.66549 0.63903 -5.57866
102 H -2.82777 2.74637 -7.51571
103 H -3.99957 1.37952 -7.49918
104 H -3.24307 1.99376 -8.95699
105 H 2.06426 -0.93074 -9.34239
106 H 0.74119 -1.96518 -9.14499
107 H 0.68599 -0.86790 -10.59656
108 H 0.17277 2.13197 -8.64034
109 H 1.72351 1.39972 -8.30577
110 H 1.14347 1.51185 -10.01290
111 H -2.56715 -2.01093 -10.24810
112 H -1.72058 -3.47226 -9.75609
113 H -3.20042 -3.04381 -8.96293
114 H -0.95084 -3.23015 -7.09120
115 H -2.11947 -2.10786 -6.40861
116 H -0.42405 -1.51531 -6.72662
117 O -0.11131 2.60978 8.52517
118 P -1.36297 2.48183 7.80609
119 N -2.25366 3.82900 8.08081
120 C -1.91626 4.58660 9.26934
121 C -3.31700 4.47642 7.19470
122 N -2.36024 1.18435 8.28366
123 C -1.79594 -0.19726 8.36932
124 C -3.65634 1.30630 8.84199
125 N -1.16008 2.21706 6.19427
126 C -0.27043 3.05159 5.42625
127 C -1.87463 1.21954 5.37118
128 H -1.67784 5.63061 8.95722
129 H -1.04365 4.10780 9.78122
130 H -2.72838 4.57611 9.99641
131 H -2.96302 5.43398 6.87014
132 H -4.26990 4.76461 7.75942
133 H -3.55685 3.85651 6.31573
134 H -0.73210 -0.25743 8.19512
135 H -1.94600 -0.61045 9.39629
136 H -2.20777 -0.82075 7.56348
137 H -3.60575 1.00790 9.89681
138 H -3.97614 2.36802 8.71606
139 H -4.43779 0.73090 8.34888
140 H -0.81847 3.61003 4.61747
141 H 0.16793 3.83980 5.98659
142 H 0.50420 2.40013 5.00796
143 H -1.09745 0.72340 4.80214
144 H -2.49592 1.74691 4.68539
145 H -2.42590 0.48766 5.96216
146 O -0.23310 -5.91706 1.54579
147 P 0.45478 -6.59658 2.71518
148 N 0.43629 -5.72233 4.10947
149 C -0.84820 -5.52728 4.81452
150 C 1.30644 -4.53444 4.04447
151 N 2.08478 -6.89771 2.42542
152 C 2.34459 -7.46182 1.08634
153 C 3.01891 -7.33019 3.46266
154 N -0.34584 -8.00825 3.30089
155 C -1.65188 -8.15310 2.68602
156 C 0.12727 -8.82849 4.48465
157 H -1.35757 -6.51367 4.87498
158 H -1.44637 -4.78879 4.33001
159 H -0.52527 -5.17164 5.76834
160 H 1.62871 -4.20217 5.01662
161 H 0.84795 -3.70686 3.48484
162 H 2.19484 -4.76776 3.46586
163 H 2.83696 -8.41366 1.24227
164 H 1.38817 -7.54516 0.55513
165 H 3.06590 -6.76363 0.52543
166 H 2.61462 -7.26590 4.48003
167 H 3.26255 -8.37517 3.28955
168 H 3.95264 -6.75664 3.46841
169 H -2.44300 -7.46551 3.09383
170 H -1.58268 -7.97838 1.62012
171 H -2.06993 -9.15317 2.78334
172 H 0.27821 -9.85945 4.27156
173 H -0.74007 -8.78862 5.13654
174 H 0.95011 -8.34588 4.94329
175 O -2.16430 0.76769 -0.55688
176 P -0.98496 -0.15965 -0.63267
177 N 0.46902 0.61598 -0.37873
178 C 0.76588 1.80317 -1.17427
179 C 0.76684 0.88077 1.03554
180 N -0.72745 -0.67186 -2.18836
181 C -1.92711 -1.16386 -2.90877
182 C 0.49154 -1.25854 -2.78790
183 N -1.27376 -1.40938 0.48215
184 C -1.95242 -1.08155 1.73343
185 C -0.40686 -2.53156 0.40660
186 H 1.76031 2.12928 -0.89413
187 H 0.04054 2.58957 -1.00162
188 H 0.63503 1.63574 -2.30443
189 H 0.73507 -0.05753 1.59263
190 H 0.14844 1.70139 1.50883
191 H 1.76143 1.24825 1.07733
192 H -1.94737 -0.68048 -3.87075
193 H -1.94284 -2.25152 -3.01343
194 H -2.79862 -0.71756 -2.40706
195 H 0.54954 -1.00425 -3.87763
196 H 1.36963 -0.88001 -2.29853
197 H 0.52129 -2.31728 -2.65133
198 H -2.84556 -0.49949 1.48046
199 H -2.29621 -1.97585 2.26861
200 H -1.23325 -0.61912 2.44849
201 H 0.63420 -2.31158 0.61607
202 H -0.46385 -3.04774 -0.56714
203 H -0.83802 -3.34280 1.08646
204 O -5.52695 -0.08585 2.38057
205 P -6.25424 -0.83182 1.36783
206 N -7.54540 -1.77925 1.99164
207 C -8.24108 -2.64152 0.99668
208 C -8.09235 -1.72337 3.34709
209 N -5.39039 -1.90317 0.44036
210 C -5.42651 -2.12809 -0.97715
211 C -4.75439 -2.99587 1.29481
212 N -6.97162 0.07777 0.14308
213 C -5.91274 0.98400 -0.44227
214 C -8.14692 0.86646 0.46865
215 H -8.23603 -3.67589 1.34723
216 H -7.76484 -2.60239 0.02181
217 H -9.29738 -2.34165 0.88786
218 H -8.26169 -2.72127 3.70688
219 H -9.11093 -1.24325 3.39239
220 H -7.38077 -1.14186 3.95233
221 H -5.81538 -3.11829 -1.18245
222 H -6.15094 -1.44369 -1.36537
223 H -4.40497 -1.98891 -1.30599
224 H -3.65695 -2.99808 1.20477
225 H -5.08105 -2.93214 2.29560
226 H -5.01384 -3.98713 0.97126
227 H -5.79444 1.84952 0.21065
228 H -4.89668 0.54147 -0.52833
229 H -6.19157 1.29212 -1.47628
230 H -7.97900 1.82280 1.00434
231 H -8.96739 0.26624 0.92307
232 H -8.57762 1.18287 -0.48133
233 N -3.30728 3.36776 -2.46950
234 C -3.59342 2.18917 -3.06923
235 C -3.88699 2.44282 -4.38232
236 C -3.83964 3.82854 -4.59134
237 C -3.49869 4.40337 -3.33016
238 H -3.04595 3.42643 -1.47986
239 H -3.57601 1.30949 -2.47917
240 H -4.07044 1.73338 -5.18114
241 H -4.08176 4.30490 -5.53569
242 H -3.52379 5.41851 -2.97135
243 N -2.69116 2.96852 1.13273
244 C -1.81931 3.93909 0.79703
245 C -2.05813 4.97629 1.66783
246 C -3.17006 4.64972 2.50312
247 C -3.55231 3.38815 2.10177
248 H -2.55968 2.09520 0.57435
249 H -1.04256 3.75756 0.08051
250 H -1.35399 5.85559 1.75179
251 H -3.60079 5.19515 3.30362
252 H -4.33758 2.70871 2.41617
253 N -6.45015 -0.48242 -5.25517
254 C -5.93026 -0.44618 -6.50489
255 C -4.75202 -1.13954 -6.56535
256 C -4.56461 -1.62216 -5.23236
257 C -5.61372 -1.22603 -4.46968
258 H -7.37236 -0.13864 -4.96633
259 H -6.50133 0.19150 -7.20629
260 H -3.97602 -1.20201 -7.35737
261 H -3.68431 -2.11254 -4.92132
262 H -5.80994 -1.26605 -3.43538
263 N -0.77136 -5.51179 -1.34405
264 C -1.95171 -5.06449 -1.88201
265 C -1.95207 -5.17333 -3.24188
266 C -0.68630 -5.73892 -3.56321
267 C -0.01492 -5.97161 -2.39469
268 H -0.65607 -5.66711 -0.35546
269 H -2.75735 -4.63264 -1.30160
270 H -2.68183 -4.86294 -3.96298
271 H -0.34944 -5.99269 -4.55716
272 H 0.95931 -6.41726 -2.35772
273 N 2.67421 -0.93572 4.31127
274 C 1.95683 -0.99537 5.52199
275 C 2.15323 0.17240 6.18389
276 C 2.97496 0.98664 5.32543
277 C 3.26169 0.27558 4.17758
278 H 2.87280 -1.70461 3.65844
279 H 1.41446 -1.82297 5.87395
280 H 1.72463 0.48836 7.13294
281 H 3.27067 2.01943 5.51324
282 H 3.81766 0.44006 3.27180

Computed properties:
HOMO level, eV: -7.665
Gap between HOMO and LUMO, eV: 8.00
Lowest unoccupied orbital energy, eV: 0.331
Net charge: 0

Results of the Löwdin charge analysis, in e, for atoms 1 through 99: number 1, O, carries -0.29; number 2, P, carries 0.54; number 3, N, carries -0.27; number 4, C, carries -0.14; number 5, C, carries -0.08; number 6, N, carries -0.28; number 7, C, carries -0.11; number 8, C, carries -0.11; number 9, N, carries -0.30; number 10, C, carries -0.11; number 11, C, carries -0.07; number 12, H, carries 0.10; number 13, H, carries 0.08; number 14, H, carries 0.04; number 15, H, carries 0.10; number 16, H, carries 0.03; number 17, H, carries 0.06; number 18, H, carries 0.07; number 19, H, carries 0.06; number 20, H, carries 0.06; number 21, H, carries 0.09; number 22, H, carries 0.08; number 23, H, carries 0.05; number 24, H, carries 0.07; number 25, H, carries 0.07; number 26, H, carries 0.08; number 27, H, carries 0.07; number 28, H, carries 0.08; number 29, H, carries 0.08; number 30, O, carries -0.32; number 31, P, carries 0.54; number 32, N, carries -0.32; number 33, C, carries -0.12; number 34, C, carries -0.11; number 35, N, carries -0.32; number 36, C, carries -0.10; number 37, C, carries -0.13; number 38, N, carries -0.27; number 39, C, carries -0.09; number 40, C, carries -0.09; number 41, H, carries 0.06; number 42, H, carries 0.10; number 43, H, carries 0.09; number 44, H, carries 0.09; number 45, H, carries 0.09; number 46, H, carries 0.10; number 47, H, carries 0.03; number 48, H, carries 0.10; number 49, H, carries 0.08; number 50, H, carries 0.10; number 51, H, carries 0.08; number 52, H, carries 0.06; number 53, H, carries 0.06; number 54, H, carries 0.09; number 55, H, carries 0.06; number 56, H, carries 0.08; number 57, H, carries 0.03; number 58, H, carries 0.07; number 59, O, carries -0.27; number 60, P, carries 0.52; number 61, N, carries -0.31; number 62, C, carries -0.11; number 63, C, carries -0.11; number 64, N, carries -0.28; number 65, C, carries -0.18; number 66, C, carries -0.08; number 67, N, carries -0.32; number 68, C, carries -0.15; number 69, C, carries -0.11; number 70, H, carries 0.09; number 71, H, carries 0.09; number 72, H, carries 0.07; number 73, H, carries 0.07; number 74, H, carries 0.10; number 75, H, carries 0.06; number 76, H, carries 0.07; number 77, H, carries 0.10; number 78, H, carries 0.05; number 79, H, carries 0.08; number 80, H, carries 0.07; number 81, H, carries 0.07; number 82, H, carries 0.05; number 83, H, carries 0.08; number 84, H, carries 0.10; number 85, H, carries 0.09; number 86, H, carries 0.06; number 87, H, carries 0.08; number 88, O, carries -0.27; number 89, P, carries 0.51; number 90, N, carries -0.27; number 91, C, carries -0.13; number 92, C, carries -0.09; number 93, N, carries -0.31; number 94, C, carries -0.13; number 95, C, carries -0.08; number 96, N, carries -0.32; number 97, C, carries -0.13; number 98, C, carries -0.08; number 99, H, carries 0.10

=====

Density functional theory data (ωB97M-V/def2-TZVPD) for an isolated ion of composition C3H11N2O and charge +1.

Positions of all 17 atoms, in Å:
1 C -1.29820 -0.92676 -1.20555
2 N -0.06708 -0.57768 -0.56684
3 C 0.19044 0.72950 -0.19324
4 C 1.63131 1.17580 -0.60090
5 O -0.19833 0.92143 1.47781
6 N -0.29883 -0.34108 2.05234
7 H -2.06907 -0.06733 -1.12950
8 H -1.15235 -1.21079 -2.32877
9 H -1.57811 -1.92991 -0.72449
10 H 0.76868 -0.94591 -0.97864
11 H -0.58069 1.54830 -0.44579
12 H 2.25343 0.25353 -0.22888
13 H 1.68994 1.18557 -1.65650
14 H 1.90901 2.06506 -0.13753
15 H 0.23943 -0.19147 2.90895
16 H -1.23063 -0.63969 2.41859
17 H -0.20894 -1.04856 1.33894

Computed properties:
SMILES string: CN[C@H](C)O[NH3+]
ΔE to the lowest compared entry with this formula, charge and spin, eV: 4.562
HOMO level, eV: -14.586
Gap between HOMO and LUMO, eV: 11.21
Lowest unoccupied orbital energy, eV: -3.378
Net charge: +1

Charge distribution, Löwdin scheme, values in e: number 1, C, carries -0.09; number 2, N, carries -0.13; number 3, C, carries -0.25; number 4, C, carries 0.01; number 5, O, carries -0.11; number 6, N, carries 0.13; number 7, H, carries 0.13; number 8, H, carries 0.12; number 9, H, carries 0.10; number 10, H, carries 0.13; number 11, H, carries 0.17; number 12, H, carries 0.13; number 13, H, carries 0.08; number 14, H, carries 0.06; number 15, H, carries 0.19; number 16, H, carries 0.19; number 17, H, carries 0.13